{
  "formula": "C58H147HfN9O22",
  "method": "wB97M-V/def2-TZVPD",
  "species": ["Hf", "O", "C", "C", "O", "H", "H", "H", "H", "C", "C", "C", "O", "C", "C", "C", "O", "O", "O", "H", "H", "C", "C", "O", "H", "H", "H", "H", "H", "H", "C", "C", "O", "H", "H", "H", "H", "H", "H", "C", "C", "O", "H", "H", "H", "H", "H", "H", "C", "C", "O", "H", "H", "H", "H", "H", "H", "C", "C", "O", "H", "H", "H", "H", "H", "H", "C", "C", "O", "H", "H", "H", "H", "H", "H", "C", "C", "O", "H", "H", "H", "H", "H", "H", "C", "C", "C", "O", "C", "N", "H", "H", "H", "H", "H", "H", "H", "H", "H", "H", "H", "C", "C", "C", "O", "C", "N", "H", "H", "H", "H", "H", "H", "H", "H", "H", "H", "H", "C", "C", "C", "O", "C", "N", "H", "H", "H", "H", "H", "H", "H", "H", "H", "H", "H", "C", "C", "C", "O", "C", "N", "H", "H", "H", "H", "H", "H", "H", "H", "H", "H", "H", "C", "C", "C", "O", "C", "N", "H", "H", "H", "H", "H", "H", "H", "H", "H", "H", "H", "C", "C", "C", "O", "C", "N", "H", "H", "H", "H", "H", "H", "H", "H", "H", "H", "H", "C", "C", "C", "O", "C", "N", "H", "H", "H", "H", "H", "H", "H", "H", "H", "H", "H", "C", "C", "C", "O", "C", "N", "H", "H", "H", "H", "H", "H", "H", "H", "H", "H", "H", "C", "C", "C", "O", "C", "N", "H", "H", "H", "H", "H", "H", "H", "H", "H", "H", "H"],
  "positions_angstrom": [[0.3219, -2.9988, 0.7002], [-1.2566, -1.5193, 0.9525], [-0.8851, -0.2743, 1.4245], [0.5645, -0.0157, 1.0631], [1.2909, -1.1785, 0.9693], [-0.8503, -0.3569, 2.5197], [-1.5856, 0.5468, 1.0153], [1.0052, 0.6838, 1.7817], [0.6078, 0.4922, 0.0545], [1.8676, -6.7308, 1.2838], [1.4889, -5.9619, 0.2332], [1.9878, -6.0983, -1.1443], [1.5598, -5.3259, -2.0430], [2.8808, -7.0760, -1.4086], [3.3126, -7.9634, -0.3976], [2.7008, -7.8864, 1.0517], [2.9015, -8.7232, 1.9132], [4.2455, -8.7164, -0.4972], [0.5296, -5.0351, 0.5009], [1.3410, -6.6226, 2.2601], [3.4851, -7.0252, -2.3541], [5.9491, -3.3656, 2.1890], [5.6669, -1.9161, 1.9276], [4.2956, -1.7602, 1.6554], [7.0119, -3.4079, 2.3988], [5.7946, -3.9674, 1.2666], [5.3111, -3.6849, 3.0311], [6.2255, -1.6026, 1.0810], [5.9805, -1.2246, 2.7640], [4.1663, -0.8687, 1.3108], [2.4338, 5.6303, -0.1513], [2.0993, 4.5766, 0.9006], [3.2430, 4.2840, 1.6859], [2.8851, 5.0690, -1.0257], [3.0240, 6.4090, 0.2036], [1.5327, 5.9930, -0.6242], [1.6268, 3.6872, 0.4856], [1.2933, 5.0358, 1.5822], [3.1139, 3.5083, 2.3089], [-0.5401, 1.4069, -6.2430], [-0.8448, 2.1803, -4.9565], [0.2796, 2.4963, -4.1196], [0.1066, 0.5763, -6.0349], [0.0349, 1.9876, -6.9765], [-1.4192, 0.9567, -6.7039], [-1.6424, 1.5989, -4.4262], [-1.4055, 3.0954, -5.2625], [0.8303, 3.1283, -4.6479], [-6.3440, -0.2391, -6.1888], [-5.6594, 0.6187, -5.1079], [-4.3182, 0.3774, -4.9736], [-5.8436, -1.2413, -6.1369], [-6.2897, 0.0182, -7.2351], [-7.3843, -0.3413, -5.9307], [-6.2236, 0.3840, -4.1645], [-5.8167, 1.7264, -5.1057], [-4.2071, -0.4522, -4.5351], [-4.7426, -0.5552, 5.3934], [-4.4476, 0.4739, 4.2884], [-3.8073, -0.2781, 3.2071], [-5.1577, -0.0304, 6.2339], [-3.8127, -1.0005, 5.6460], [-5.4335, -1.3363, 5.1118], [-3.8159, 1.2966, 4.5578], [-5.3907, 0.8909, 3.8988], [-4.0039, 0.2421, 2.4539], [-4.4349, -6.7363, 2.4007], [-3.5028, -5.7228, 3.0524], [-2.3256, -5.5562, 2.3577], [-5.4588, -6.7910, 2.7033], [-4.0834, -7.7322, 2.6972], [-4.3467, -6.7229, 1.3315], [-3.3369, -5.9340, 4.1062], [-3.9924, -4.7528, 3.0378], [-1.7453, -6.3313, 2.3562], [4.6496, 3.5808, -5.5727], [3.2316, 3.4381, -6.0611], [2.2126, 3.9974, -5.1263], [5.1206, 4.5611, -5.7156], [5.2597, 2.8134, -6.0222], [4.6294, 3.4103, -4.4971], [2.9318, 2.3609, -6.1344], [3.0539, 3.7949, -7.0807], [2.0776, 5.0024, -5.3650], [-3.7974, -5.4428, -0.7069], [-2.2879, -5.2205, -0.6485], [-1.6038, -5.3816, -1.9615], [-2.1013, -4.4803, -2.9045], [-1.3269, -4.4629, -4.0803], [-1.9304, -3.8687, -0.0805], [-4.3677, -5.0996, 0.1825], [-3.9009, -6.5040, -0.8524], [-4.2911, -4.9109, -1.5248], [-1.8451, -5.9773, -0.0013], [-1.6391, -6.3969, -2.2673], [-0.4969, -5.1976, -1.6930], [-1.4371, -3.5037, -4.5533], [-1.8405, -5.1341, -4.7629], [-0.2538, -4.7146, -3.9738], [-2.3965, -3.1866, -0.6358], [-2.4285, -3.8647, 0.7997], [3.7133, 1.8649, -1.9290], [4.3271, 0.9112, -0.9311], [5.8333, 1.1938, -0.6590], [6.6111, 1.1914, -1.8170], [7.9077, 1.5945, -1.5630], [3.5899, 0.8075, 0.3082], [2.8089, 1.4721, -2.4809], [4.3881, 2.2154, -2.7303], [3.5438, 2.7351, -1.3160], [4.2572, -0.0492, -1.3852], [6.3555, 0.4397, 0.0167], [5.9542, 2.1161, -0.1435], [8.3900, 1.7159, -2.5454], [8.4822, 0.7863, -0.9954], [8.0219, 2.5130, -1.0247], [3.2827, 1.7101, 0.6241], [2.7421, 0.3671, 0.1361], [-7.6100, -3.3234, 1.6989], [-6.3544, -2.5868, 2.2089], [-5.3759, -2.6819, 1.0263], [-6.0204, -2.1602, -0.1655], [-5.2838, -1.8789, -1.3055], [-6.7351, -1.2376, 2.7473], [-8.0733, -2.7836, 0.8401], [-8.4196, -3.5082, 2.3376], [-7.4028, -4.3117, 1.3217], [-5.7849, -3.1281, 2.9573], [-5.0887, -3.6933, 0.8940], [-4.4667, -2.1199, 1.3453], [-5.9189, -1.2512, -1.9240], [-5.0838, -2.7994, -1.8431], [-4.3074, -1.3159, -1.0539], [-5.9638, -0.5983, 2.5073], [-7.5366, -1.0016, 2.1100], [-0.9540, 2.0521, 6.2183], [-0.1022, 1.7775, 5.0441], [-0.0211, 2.9245, 4.0049], [-1.2537, 3.5567, 3.8695], [-1.2210, 4.5989, 2.9364], [1.3347, 1.4868, 5.3679], [-0.8473, 1.2018, 6.9586], [-2.0111, 2.0904, 6.0099], [-0.6747, 2.9993, 6.7122], [-0.4676, 0.8857, 4.4572], [0.4430, 2.6315, 3.0377], [0.6832, 3.6549, 4.4327], [-2.2228, 4.9216, 2.7742], [-0.9196, 4.2065, 1.9720], [-0.5647, 5.5170, 3.2301], [1.8658, 2.3618, 5.6236], [1.5182, 0.7690, 6.0755], [1.7586, -1.8904, 4.0000], [1.7505, -3.4083, 3.7123], [0.3010, -3.9690, 3.9752], [-0.5420, -3.2424, 3.1036], [-1.8013, -2.7725, 3.6008], [1.9637, -3.5515, 2.2223], [1.5905, -1.7995, 5.0924], [0.8761, -1.4005, 3.5720], [2.6718, -1.4444, 3.6953], [2.4581, -3.9553, 4.3597], [-0.0205, -3.9824, 5.0596], [0.2383, -5.0286, 3.6635], [-2.3837, -3.5139, 4.1158], [-2.3822, -2.3713, 2.7593], [-1.6685, -1.9628, 4.3394], [2.2371, -4.4839, 1.9415], [2.7013, -2.8834, 2.0500], [0.0530, 7.6239, -7.1626], [0.7683, 7.7284, -5.8358], [-0.0133, 7.2565, -4.6319], [-0.3155, 5.8522, -4.5616], [-0.9490, 5.4125, -3.3216], [2.0777, 7.0829, -5.9311], [-0.7849, 8.3007, -7.1770], [-0.2654, 6.5982, -7.4046], [0.7087, 8.0100, -7.9714], [0.8006, 8.7975, -5.6491], [-0.9750, 7.8843, -4.5928], [0.5174, 7.4654, -3.6374], [-0.2724, 5.6039, -2.4774], [-0.9892, 4.3371, -3.5028], [-1.9630, 5.8195, -3.2589], [2.5529, 7.4400, -6.8130], [2.6732, 7.4939, -5.1808], [-4.6323, 2.4870, -1.5246], [-3.9931, 1.7265, -0.3348], [-3.2595, 2.6254, 0.5993], [-2.2897, 3.4166, -0.0910], [-1.0528, 2.6887, -0.3801], [-4.8831, 0.8244, 0.4485], [-3.9380, 2.6750, -2.3216], [-5.2006, 3.3850, -1.2682], [-5.2993, 1.8246, -2.1008], [-3.2445, 1.0065, -0.7779], [-2.7260, 2.0504, 1.3690], [-3.9198, 3.3278, 1.1151], [-0.3499, 3.4554, -0.7086], [-1.1969, 1.9002, -1.1529], [-0.5385, 2.3196, 0.4985], [-5.2296, 0.1696, -0.2401], [-5.7387, 1.3191, 0.7052], [3.6309, -2.7201, -2.6583], [2.5171, -2.1497, -1.6819], [1.2092, -2.0843, -2.4520], [0.1596, -2.0709, -1.4761], [-1.0816, -1.4217, -1.9162], [2.4223, -2.8759, -0.4206], [3.2945, -3.7557, -2.8618], [4.6180, -2.8482, -2.2200], [3.6520, -2.1263, -3.5479], [2.5651, -1.0939, -1.4459], [0.9033, -3.0208, -2.9945], [1.2019, -1.1335, -3.0045], [-1.8398, -1.4195, -1.1638], [-1.4259, -1.9620, -2.8064], [-0.7223, -0.4679, -2.2481], [2.7341, -3.7828, -0.4998], [2.9786, -2.3327, 0.2387], [6.0440, 2.4748, 3.1282], [4.8893, 2.4129, 4.1155], [4.4858, 3.7537, 4.6692], [3.3605, 3.6547, 5.4972], [2.9235, 4.9249, 5.8076], [3.7004, 2.0249, 3.3337], [6.3479, 1.4697, 2.7304], [6.8893, 2.8860, 3.5639], [5.7334, 3.1047, 2.2712], [5.1464, 1.7651, 4.8856], [4.2875, 4.4646, 3.8439], [5.3005, 4.2662, 5.1769], [2.2408, 5.2607, 5.0299], [3.6891, 5.7124, 5.9226], [2.2948, 5.0137, 6.7295], [2.8798, 1.8784, 3.9629], [3.8583, 1.1867, 2.7978]],
  "forces_ev_per_a": [[-1.38, 1.94, -0.58], [0.37, -1.53, -0.68], [-0.24, 0.16, 0.13], [-0.04, 1.20, -1.64], [-0.10, -0.55, 0.79], [-0.77, 0.67, 0.25], [1.03, -1.23, 1.02], [0.15, 0.17, 0.19], [-0.06, -0.09, 0.49], [-0.62, 0.16, 0.36], [-1.99, 0.85, 2.43], [-0.55, 0.39, -1.61], [-0.31, 1.32, 0.19], [1.66, -0.62, -0.67], [0.16, 0.25, 1.16], [-0.16, -0.12, 0.06], [0.13, 0.19, -0.61], [1.26, -1.33, -0.40], [0.88, -0.46, -1.01], [0.53, -0.09, -0.77], [-0.97, -0.34, 0.92], [-0.07, 0.12, -0.20], [0.08, 0.48, 0.84], [-0.44, -0.09, 0.11], [0.14, -0.47, 0.48], [-0.23, 0.29, 0.71], [0.52, -0.32, -0.36], [0.67, 0.37, -0.97], [-0.30, -0.84, -0.43], [-0.41, 0.74, -0.17], [-0.71, -3.34, -2.07], [-1.19, 1.53, 1.86], [-0.08, -0.55, -0.04], [0.28, 0.88, 0.94], [1.10, 1.24, 0.62], [-0.51, 0.42, 0.26], [0.18, -0.20, -0.34], [0.91, -0.60, -0.72], [0.20, 0.52, -0.73], [0.75, 0.14, 0.04], [-1.28, 0.14, -0.30], [-0.97, -0.35, -1.08], [0.42, -0.63, 0.42], [-0.40, 0.17, 0.07], [-0.22, 0.42, 0.01], [1.02, 0.30, 0.22], [0.52, -0.18, 0.26], [0.06, -0.36, 0.55], [0.86, -0.73, 0.47], [-2.55, 0.81, 0.79], [1.53, 0.61, -0.16], [-0.63, 0.60, 0.12], [0.31, 0.70, -0.21], [-0.46, -0.21, 0.02], [0.54, -0.20, -0.39], [0.21, -0.76, -0.90], [0.25, -0.83, 0.31], [0.03, 1.38, -0.66], [-0.86, -1.98, -0.91], [-0.21, 0.04, 1.93], [-0.11, 0.12, 0.66], [0.89, -0.48, 0.55], [-0.22, 0.03, -0.49], [0.47, 0.35, 0.58], [0.16, -0.02, 0.21], [0.02, 0.62, -1.96], [1.24, -1.59, 0.63], [-1.83, 0.11, 0.32], [1.50, 0.18, -0.69], [-0.73, 0.75, 0.28], [0.18, -0.10, -0.14], [-0.16, 0.25, -0.35], [0.05, -0.28, 0.24], [-0.01, 0.34, -0.05], [-0.38, 0.06, 0.14], [-0.23, 0.34, 0.59], [-1.97, -0.67, 0.39], [1.15, 2.36, -1.85], [-0.30, -0.14, -0.23], [0.36, -0.18, -0.21], [0.14, -0.11, 0.04], [0.48, 0.71, 0.33], [0.13, 0.43, 0.19], [0.29, -2.35, 0.53], [-0.23, 0.74, 0.18], [-0.19, 0.83, 0.42], [2.36, 0.78, 1.42], [0.26, 0.61, 0.33], [-0.38, -0.47, -0.64], [0.23, -1.41, 0.53], [0.80, -0.64, -0.42], [-0.59, -0.48, -0.07], [0.35, -0.12, -0.25], [0.00, 0.22, 0.11], [-0.36, -1.19, -0.70], [-1.43, -0.07, -0.95], [0.14, 0.74, -0.01], [0.46, -0.53, -0.41], [-0.59, -0.01, 0.29], [-0.32, 0.69, -0.53], [0.01, 0.30, 0.46], [-0.01, 0.47, -0.91], [1.39, -0.43, -0.76], [0.11, -1.66, 0.78], [-1.01, 0.40, -0.75], [1.77, -1.66, -0.59], [1.58, 0.62, 0.68], [0.64, 0.50, 1.05], [0.04, -0.50, 0.44], [-0.86, 0.78, -0.19], [0.39, -1.09, -0.25], [-1.22, 0.38, -0.26], [-0.12, 1.27, 0.51], [-0.03, -0.06, 0.39], [-0.58, 0.85, -0.50], [-0.31, 0.75, 0.49], [0.34, 0.77, 0.37], [-1.88, -1.45, -0.36], [0.11, 0.42, -1.05], [-0.68, -0.31, -0.83], [-0.05, 2.53, 0.01], [-0.15, 0.03, 1.64], [1.47, 0.39, 0.48], [-0.36, -0.73, -2.11], [0.61, -0.14, 0.52], [-0.92, 0.20, 1.71], [0.59, -0.39, -0.29], [-0.36, -0.26, 0.63], [0.04, -0.98, -0.16], [-0.30, 0.08, -0.76], [0.03, 0.19, -0.21], [0.47, -0.13, -0.34], [-1.13, -0.88, -0.51], [-0.50, -0.31, 0.18], [1.01, 0.30, 0.96], [-0.22, -0.47, 1.94], [1.60, -1.25, -2.18], [0.83, 0.23, 1.01], [-0.45, -0.10, 0.02], [1.01, 0.97, 0.01], [0.19, 1.12, 0.09], [0.07, 0.96, -0.63], [-0.35, 0.17, -0.38], [-0.02, -0.37, -0.09], [0.09, 0.60, 0.78], [-0.50, -0.24, 0.32], [0.15, 0.14, -0.02], [-0.84, 0.46, 0.20], [0.50, 0.10, -0.32], [-0.89, -1.61, -0.27], [-0.91, -1.33, -0.10], [-0.51, 0.43, -0.34], [-1.43, -1.22, 1.59], [-1.96, 0.18, -0.35], [0.78, -0.71, 0.38], [-0.55, 0.21, -0.48], [-0.08, 0.95, 0.10], [0.03, 0.30, 1.66], [0.50, 0.18, -0.36], [0.53, -0.10, -0.31], [0.71, 0.59, -0.23], [0.00, 0.15, -0.63], [0.31, 0.65, -1.12], [0.23, 0.28, 0.10], [0.01, -0.85, 0.04], [0.44, -0.11, 0.24], [0.29, -0.06, -0.39], [0.38, -0.37, 0.23], [0.58, -0.02, -0.37], [0.22, -0.36, -0.72], [-0.31, -0.29, -0.07], [-1.33, -0.35, 2.36], [-0.05, 0.77, -0.24], [0.84, -0.16, -1.81], [1.68, 1.24, -0.40], [-0.61, 0.01, 0.09], [0.11, 0.38, 0.07], [-0.18, -0.41, 0.39], [0.57, 0.48, 0.15], [1.02, -0.83, -0.07], [-0.24, 0.25, -1.33], [-0.45, 0.23, 0.02], [-0.17, 0.11, 0.53], [0.24, 0.18, 0.41], [-0.83, -0.76, 1.34], [-0.48, -0.66, -0.55], [-0.67, -1.12, -0.12], [0.07, -1.15, -0.98], [1.23, 0.62, 0.39], [0.96, -0.75, -0.02], [-0.73, 1.17, -0.43], [-0.28, 0.80, -0.51], [0.88, 0.71, 0.05], [0.24, -0.05, 0.15], [-0.29, -0.09, 0.62], [-0.51, 0.70, 0.33], [-0.36, -0.02, 0.05], [-0.15, 0.01, -0.12], [-0.25, -0.04, -0.67], [0.19, 0.49, 0.53], [-0.50, -0.47, 0.51], [-0.09, -0.40, 0.28], [0.19, 0.22, 0.15], [-1.43, -0.61, 1.59], [0.33, -0.32, -1.54], [-1.40, -1.93, 0.05], [-1.47, 0.39, 1.51], [1.76, -1.01, -1.64], [-1.16, 1.97, 0.22], [0.02, 0.50, -0.27], [0.07, 0.56, 0.20], [0.21, 0.24, -0.62], [1.00, 0.13, 0.46], [1.18, 1.03, -0.42], [-0.20, -0.49, -0.31], [0.10, 0.25, 0.66], [-0.11, -0.02, 0.15], [-0.49, 1.02, 0.04], [1.22, -2.49, -0.53], [0.08, -0.53, 0.00], [-1.28, -0.65, -1.39], [-1.18, 1.09, -2.37], [1.23, 1.11, -0.90], [0.55, -0.54, 0.73], [-1.73, 1.97, 0.86], [-1.06, -0.29, 0.95], [-0.54, 0.72, 0.42], [1.78, 0.90, 0.88], [0.23, -0.30, 0.34], [0.21, -1.45, 1.67], [-0.24, -0.52, -0.04], [0.35, -0.24, 0.66], [0.00, 0.32, -0.44], [0.19, -0.62, -0.12], [0.66, -0.82, -0.43], [0.80, -0.27, -0.65], [-0.01, -0.32, -0.10]],
  "lowdin_charge": [1.821, -0.386, -0.302, -0.337, -0.366, 0.086, 0.106, 0.101, 0.110, 0.015, -0.280, -0.449, -0.070, 0.004, -0.387, -0.325, 0.081, 0.063, -0.276, 0.122, 0.138, -0.068, -0.327, -0.130, 0.076, 0.094, 0.083, 0.085, 0.128, 0.038, -0.067, -0.334, -0.129, 0.085, 0.051, 0.053, 0.080, 0.109, 0.042, -0.089, -0.323, -0.128, 0.055, 0.071, 0.068, 0.102, 0.107, 0.033, -0.074, -0.367, -0.065, 0.088, 0.061, 0.060, 0.099, 0.125, 0.070, -0.064, -0.254, -0.116, 0.068, 0.050, 0.058, 0.087, 0.104, -0.006, -0.058, -0.326, -0.077, 0.070, 0.080, 0.036, 0.117, 0.088, 0.117, -0.085, -0.264, -0.165, 0.076, 0.071, 0.052, 0.118, 0.106, 0.096, -0.039, -0.361, -0.223, -0.176, -0.099, 0.048, 0.048, 0.085, 0.075, 0.125, 0.128, 0.117, 0.070, 0.088, 0.096, 0.048, 0.057, -0.018, -0.395, -0.188, -0.178, -0.136, 0.094, 0.102, 0.067, 0.062, 0.103, 0.126, 0.103, 0.095, 0.109, 0.076, 0.064, 0.010, -0.060, -0.380, -0.174, -0.197, -0.122, 0.065, 0.092, 0.052, 0.073, 0.116, 0.066, 0.122, 0.084, 0.076, 0.101, 0.025, 0.086, -0.069, -0.407, -0.209, -0.172, -0.111, 0.031, 0.099, 0.056, 0.092, 0.131, 0.118, 0.109, 0.076, 0.055, 0.124, 0.065, 0.079, -0.037, -0.287, -0.160, -0.294, -0.070, -0.001, 0.092, 0.064, 0.060, 0.148, 0.152, 0.111, 0.074, 0.070, 0.098, 0.069, 0.040, -0.064, -0.472, -0.208, -0.218, -0.057, 0.030, 0.072, 0.091, 0.083, 0.127, 0.143, 0.136, 0.080, 0.054, 0.093, 0.106, 0.100, -0.027, -0.406, -0.225, -0.190, -0.073, 0.075, 0.063, 0.086, 0.063, 0.134, 0.103, 0.135, 0.077, 0.096, 0.047, 0.025, 0.095, 0.000, -0.340, -0.140, -0.307, -0.022, 0.030, 0.078, 0.075, 0.070, 0.105, 0.133, 0.140, 0.048, 0.086, 0.084, 0.057, 0.063, -0.040, -0.384, -0.222, -0.197, -0.137, 0.049, 0.086, 0.049, 0.086, 0.118, 0.123, 0.129, 0.078, 0.098, 0.105, 0.058, 0.054],
  "homo_lumo_gap_ha": 0.26399,
  "lumo_energy_ev": 0.407,
  "total_charge": 0
}